{
  "formula": "C5H14BBeClFeN",
  "method": "ωB97M-V/def2-TZVPD",
  "species": ["Fe", "Cl", "C", "H", "H", "H", "Be", "C", "C", "C", "H", "H", "H", "H", "H", "H", "H", "H", "B", "C", "N", "H", "H", "H"],
  "xyz": [[1.551, -0.774, -1.248], [1.665, -3.043, -1.442], [0.445, 0.208, -2.562], [1.237, 0.635, -3.224], [-0.180, 0.998, -2.143], [-0.152, -0.528, -3.117], [-2.538, -1.120, 0.358], [-3.783, -1.764, 1.229], [-2.873, -0.318, -1.132], [-1.234, -1.485, 1.309], [-3.446, 0.622, -0.959], [-2.104, 0.014, -1.824], [-3.574, -0.857, -1.820], [-4.199, -0.889, 1.744], [-4.625, -2.250, 0.611], [-3.437, -2.474, 1.964], [-0.354, -0.824, 1.610], [-0.515, -2.315, 0.929], [3.369, 2.476, 1.416], [2.456, 1.406, 0.773], [1.866, 0.557, 0.273], [4.379, 2.463, 0.722], [3.600, 2.056, 2.542], [2.803, 3.559, 1.409]],
  "gap_ev": [5.60, 6.35],
  "homo_ev": [-0.5, -1.2],
  "total_energy_ha": -2017.071528,
  "multiplicity": 6,
  "total_charge": -2,
  "e_above_lowest_kcal_mol": 21.44
}